ORCA calculation (the ωB97M-V functional and the def2-TZVPD basis) on 2 unconnected molecules or ions with the total composition C6H9ClN2O2 at a distorted geometry.

Each line ends with the Mulliken charge.
Element x y z (Å)
C: -0.1207 -0.6315 1.0602  -0.265
C: 2.7265 1.2434 0.0274  0.481
C: -0.5282 -0.4020 -0.3559  0.160
C: 1.6362 0.2851 0.0604  0.034
C: -2.8902 -0.3920 0.3702  -1.311
C: -1.8989 0.2175 -0.5856  -0.409
N: 1.1187 -0.1590 1.2863  -0.377
N: 0.6134 0.3966 -0.8029  -0.025
O: 3.9710 0.8784 0.1149  -0.428
O: 2.4563 2.4319 -0.0323  -0.533
Cl: 2.5412 -1.9488 -0.4870  -0.473
H: -0.7214 -0.7404 1.9262  0.473
H: -0.4350 -1.4450 -0.6326  0.310
H: -3.0417 0.2253 1.2518  0.330
H: -2.6287 -1.4233 0.5864  0.373
H: -3.8000 -0.3418 -0.1249  0.417
H: -1.5722 1.1748 -0.3583  0.400
H: -2.1667 -0.0264 -1.6412  0.282
H: 0.6308 0.7674 -1.7490  0.210
H: 4.1096 -0.1103 0.0856  0.351

As for the total charge: 0. As for the gap between HOMO and LUMO (alpha / beta): 8.30 / 8.30 eV. As for the multiplicity: 1.

ORCA calculation (the ωB97M-V functional and the def2-TZVPD basis) on a single C6H9ClN2O3S molecule at a distorted geometry.

Each line ends with the Mulliken charge.
Element x y z (Å)
C: -2.2459 2.0419 -0.2966  -0.710
C: -2.7110 0.6684 -0.1597  -0.268
C: -1.0282 2.4864 -0.2494  0.232
C: -2.1999 -0.5698 -0.3932  0.645
C: -0.8105 -0.7407 -0.9341  -0.868
C: 0.4675 -0.7872 0.1480  0.627
N: 0.0354 2.9630 -0.0174  -0.445
N: 2.6333 -1.6235 1.2767  -0.572
O: 3.5114 -1.0853 -0.7495  -0.544
O: 1.6371 0.0191 -0.2740  -0.376
O: 0.2243 -0.5401 1.4981  -0.540
S: 2.0385 -1.5266 -0.3329  0.327
Cl: -3.0680 -1.9707 -0.1886  -0.206
H: -3.0053 2.9000 -0.2238  0.234
H: -3.7582 0.5531 0.2463  0.269
H: -0.6887 -1.6560 -1.7086  0.384
H: -0.5992 0.1433 -1.5867  0.304
H: 0.8394 2.9730 -0.6764  0.321
H: 3.9348 -0.4886 -0.1443  0.342
H: 1.9495 -1.4761 1.9698  0.294
H: 2.9009 -2.5898 1.2327  0.239
H: -0.0573 0.3065 1.5635  0.314

As for the total charge: 0. As for the gap between HOMO and LUMO: 8.71 eV. As for the multiplicity: 1.

ORCA calculation (the ωB97M-V functional and the def2-TZVPD basis) on 4 unconnected molecules or ions with the total composition C6H9ClN3O4 at a distorted geometry.

Each line ends with the Mulliken charge.
Element x y z (Å)
Cl: 0.5215 1.0547 -2.1843  1.629
O: 1.7733 0.4203 -2.4123  -0.641
O: -0.5482 0.4289 -2.9540  -0.674
O: 0.0948 0.8377 -0.8076  -0.687
O: 0.6344 2.4233 -2.4787  -0.629
C: 1.2974 -3.7779 1.7157  -0.707
C: 1.5605 -3.9315 3.1603  0.278
N: 1.6810 -3.9897 4.2918  -0.363
H: 1.6171 -2.8310 1.2806  0.311
H: 0.2359 -4.0143 1.6413  0.237
H: 1.7666 -4.6288 1.2217  0.244
C: -5.1956 -0.2288 -2.2173  -0.737
C: -6.3317 -1.1719 -2.0494  0.337
N: -7.2174 -1.9135 -1.8630  -0.388
H: -5.4675 0.7896 -1.9396  0.262
H: -4.7062 -0.3978 -3.1765  0.259
H: -4.4962 -0.3722 -1.3936  0.268
C: 3.3330 3.7227 1.8935  -0.659
C: 4.6207 3.3497 1.2258  0.262
N: 5.6165 3.0390 0.7014  -0.390
H: 2.9416 2.7258 2.0967  0.239
H: 2.7323 4.4353 1.3284  0.269
H: 3.5361 4.0304 2.9192  0.282

As for the total charge: -1. As for the gap between HOMO and LUMO: 8.44 eV. As for the multiplicity: 1.

ORCA calculation (the ωB97M-V functional and the def2-TZVPD basis) on a single C6H9ClO molecule at a distorted geometry.

Each line ends with the Mulliken charge.
Element x y z (Å)
C: -2.2182 -1.3159 0.1830  -0.817
C: -0.8151 -1.5192 0.2423  -0.144
C: 0.0763 -0.5640 -0.4984  -0.177
C: 2.3185 -0.3876 0.3554  -0.346
C: 1.6105 1.0572 0.1783  -0.371
C: 0.3548 0.8153 -0.3146  0.282
H: -2.9220 -1.7736 1.0778  0.269
H: -2.6429 -2.0302 -0.7083  0.239
H: -2.5028 -0.1570 0.2562  0.183
H: -0.6512 -2.5797 -0.1829  0.233
H: -0.3082 -1.2469 1.2404  0.163
H: -0.0134 -0.7563 -1.5642  0.280
H: 2.6199 -0.6166 1.5320  0.216
H: 3.2912 -0.4167 -0.3498  0.261
H: 2.1764 2.0556 0.4573  0.300
O: 1.4166 -1.2643 -0.3350  -0.370
Cl: -1.0789 1.7130 0.0027  -0.202

As for the total charge: 0. As for the gap between HOMO and LUMO: 9.76 eV. As for the multiplicity: 1.

ORCA calculation (the ωB97M-V functional and the def2-TZVPD basis) on a single C6H9ClO molecule at a distorted geometry.

Each line ends with the Mulliken charge.
Element x y z (Å)
C: -2.4372 -0.9319 1.5194  -1.152
C: -1.5012 0.0890 0.9034  -0.067
C: -0.3949 -0.2238 0.2530  -0.379
C: 0.5204 0.7890 -0.3395  -0.153
C: 1.9875 0.5094 -0.5154  -0.207
C: 1.0953 0.5614 -1.7142  -0.198
H: -3.4220 -0.8803 1.0936  0.320
H: -2.5421 -0.7650 2.5865  0.311
H: -2.0729 -1.9770 1.3282  0.272
H: -1.7708 1.1318 1.0026  0.332
H: -0.1124 -1.2600 0.1315  0.247
H: 0.2822 1.8239 -0.1001  0.350
H: 2.6537 1.3265 -0.3793  0.380
H: 3.1702 -0.9879 -0.6491  0.312
H: 0.8815 -0.3725 -2.1912  0.372
O: 2.4364 -0.7340 -0.0761  -0.520
Cl: 1.2264 1.9015 -2.8533  -0.220

As for the total charge: 0. As for the gap between HOMO and LUMO: 9.86 eV. As for the multiplicity: 1.

ORCA calculation (the ωB97M-V functional and the def2-TZVPD basis) on 2 unconnected molecules or ions with the total composition C6H9ClO3 at a distorted geometry.

Each line ends with the Mulliken charge.
Element x y z (Å)
C: -2.9548 -1.8187 -0.8946  -0.710
C: -2.0232 -1.4432 0.0134  -0.052
C: 1.1158 -1.1167 -0.0780  -0.134
C: 1.4018 2.3664 0.3055  -0.793
C: 2.0575 1.0963 -0.2918  -0.397
C: -2.0529 -0.1316 0.7572  0.581
O: 2.4347 -1.4534 0.2187  -0.452
O: -1.8693 0.0744 1.9069  -0.463
O: 0.9562 0.1124 -0.4357  -0.083
Cl: -2.3523 1.2209 -0.3903  -0.208
H: -2.8532 -2.7410 -1.4459  0.250
H: -3.8800 -1.3992 -1.1970  0.280
H: -1.2125 -2.0122 0.4823  0.325
H: 2.1962 2.7327 1.0357  0.292
H: 0.9304 2.9934 -0.3652  0.345
H: 0.5826 1.9869 1.0912  0.154
H: 2.9436 0.5893 0.2199  0.380
H: 2.3203 1.3588 -1.2457  0.274
H: 2.2593 -2.4153 0.3134  0.412

As for the total charge: 0. As for the gap between HOMO and LUMO: 9.46 eV. As for the multiplicity: 1.